This record from the OMol25 dataset describes a cluster of 11 separate species, C40H96N3O15S4 in total at a distorted geometry. The level of theory is ωB97M-V/def2-TZVPD.

The geometry in XYZ format:
```
158
Properties=species:S:1:pos:R:3:forces:R:3:mulliken_charge:R:1
C -0.665 0.548 -0.023 -1.156 0.905 0.300 1.1241
C 0.552 -0.293 0.268 0.743 0.710 -0.135 2.6226
C 0.637 -1.443 -0.724 -0.234 -0.120 -0.924 2.4937
O 1.678 0.500 0.265 0.427 0.107 -0.039 0.1485
H -1.602 -0.018 -0.099 0.342 0.266 -0.165 -0.8792
H -0.562 1.202 -0.895 0.264 -0.414 -0.333 -0.4022
H -0.812 1.280 0.779 0.156 -0.226 0.193 -0.9093
H 0.395 -0.699 1.293 -0.268 -0.396 -0.031 -1.4563
H -0.294 -2.019 -0.821 0.118 -0.302 0.537 -0.7720
H 1.511 -2.080 -0.592 -0.170 -0.104 0.430 -0.6049
H 0.743 -1.104 -1.765 0.113 0.595 0.214 -1.5179
C 4.194 -0.727 -1.922 -0.504 0.904 -0.396 -0.8638
C 4.892 -0.765 -0.570 0.388 0.818 -0.040 1.6955
C 6.379 -0.488 -0.745 0.358 -0.820 -1.109 -1.8998
O 4.445 0.280 0.278 -0.430 -0.149 0.144 -0.6231
H 3.115 -0.890 -1.896 0.104 -0.633 0.355 -0.2276
H 4.659 -1.334 -2.699 -0.024 -0.231 0.157 0.4613
H 4.196 0.310 -2.284 0.495 0.036 0.041 0.2815
H 4.777 -1.759 -0.119 -0.216 -0.033 0.186 -0.2931
H 6.517 0.393 -1.375 -0.035 0.288 0.382 0.3734
H 6.832 -1.292 -1.342 -0.072 -0.105 0.124 0.4042
H 6.966 -0.430 0.168 -0.313 0.236 0.204 0.4281
H 3.454 0.372 0.269 -0.009 -0.376 -0.198 0.2056
C -2.998 -0.735 -2.717 0.229 -1.239 -0.791 -0.4310
C -3.798 -0.695 -4.023 1.010 -0.358 -0.064 0.2617
C -3.436 -1.874 -4.961 0.658 0.245 -0.334 -1.3515
O -5.173 -0.749 -3.694 -0.312 0.507 -0.063 -0.5432
H -3.273 -0.018 -1.949 -0.320 0.048 -0.112 0.1996
H -1.924 -0.663 -2.905 -0.052 0.295 -0.193 0.1494
H -3.113 -1.776 -2.389 -0.183 0.225 0.499 -0.0988
H -3.522 0.219 -4.563 -0.361 0.132 0.108 0.4351
H -2.411 -2.235 -4.832 -0.002 0.212 0.241 0.2030
H -3.455 -1.532 -6.000 -0.236 -0.082 -0.005 0.4259
H -4.085 -2.746 -4.882 -0.261 0.209 0.314 0.3784
H -5.657 -0.334 -4.416 -0.113 -0.137 0.108 0.3217
C 3.210 1.973 3.168 -0.238 0.733 1.088 -1.4305
C 2.184 3.047 2.801 -0.426 -0.315 -0.644 3.5898
C 2.445 4.422 3.405 1.155 -0.772 0.190 -1.9707
O 2.200 3.161 1.373 -0.215 0.133 0.093 -0.6425
H 3.441 2.070 4.236 0.099 -0.119 -0.005 0.4118
H 4.120 2.165 2.600 0.021 -0.150 -0.054 0.4643
H 2.861 0.954 3.014 0.006 0.050 -0.300 0.1371
H 1.171 2.760 3.111 0.060 -0.234 0.031 -1.6688
H 1.976 5.249 2.878 -0.153 -0.079 -0.067 0.4561
H 3.535 4.536 3.369 -0.056 0.492 -0.073 0.3883
H 2.180 4.421 4.462 -0.211 0.030 -0.043 0.2972
H 2.128 2.258 0.999 -0.319 -0.210 -0.185 -0.2034
C -2.002 -6.172 -2.228 -0.650 0.050 -0.047 -1.1626
C -0.604 -6.249 -2.806 0.707 0.139 1.234 0.3785
C 0.102 -4.943 -2.438 -0.542 0.680 -0.826 0.8915
O 1.334 -4.818 -3.103 0.005 -0.572 0.065 -0.5616
C 2.020 -3.634 -2.791 0.617 0.554 -0.601 -0.1661
N 0.196 -7.378 -2.240 -0.058 0.658 -0.350 -0.8638
H -2.541 -5.327 -2.667 0.091 0.028 -0.075 0.3128
H -2.022 -5.993 -1.148 0.248 -0.177 0.030 0.0150
H -2.617 -7.048 -2.437 0.237 -0.165 0.039 0.4316
H -0.682 -6.332 -3.890 0.260 -0.144 -0.031 0.3571
H 0.256 -4.869 -1.353 -0.219 -0.084 -0.084 -0.5952
H -0.549 -4.118 -2.774 0.075 0.153 0.287 -0.0490
H 2.781 -3.492 -3.557 0.100 -0.166 0.052 0.3862
H 2.520 -3.626 -1.817 -0.183 -0.317 0.170 0.2649
H 1.404 -2.738 -2.868 -0.321 -0.200 0.060 -0.2311
H 1.152 -7.122 -2.497 -0.030 -0.433 -0.210 0.4032
H 0.228 -7.210 -1.233 -0.298 -0.228 0.012 0.2997
C 0.302 7.255 -0.846 -0.375 0.283 -0.037 -1.6930
C 0.527 5.892 -0.182 0.763 0.292 -1.073 1.5026
C 0.049 4.790 -1.132 -1.526 -0.516 0.401 0.4417
O -1.328 5.050 -1.474 0.015 0.459 0.070 -0.4255
C -1.867 4.048 -2.273 -0.156 -0.551 -0.640 -0.4205
N 1.945 5.750 0.134 0.170 -0.474 0.018 -0.7105
H -0.730 7.586 -0.710 0.087 0.097 0.041 0.2989
H 0.462 7.250 -1.928 0.061 -0.377 0.008 0.3049
H 0.998 8.002 -0.465 -0.126 -0.053 0.350 0.4835
H 0.000 5.832 0.772 -0.247 -0.037 -0.158 -0.7153
H 0.072 3.811 -0.633 0.314 0.005 -0.003 -0.4671
H 0.565 4.686 -2.094 0.616 0.390 0.251 0.4653
H -1.890 3.098 -1.728 -0.057 -0.153 -0.126 0.0373
H -1.336 3.898 -3.229 0.520 -0.017 0.269 0.2057
H -2.868 4.283 -2.642 -0.128 0.322 0.661 0.3442
H 2.093 4.888 0.679 -0.022 0.290 -0.392 0.1644
H 2.443 5.604 -0.742 0.144 0.110 0.137 0.3442
C 3.933 -3.747 2.455 0.274 0.397 0.433 -1.8108
C 2.715 -2.935 2.049 0.803 0.438 -1.124 2.5717
C 1.424 -3.306 2.765 0.243 0.229 -1.141 -0.5225
O 1.024 -4.614 2.389 -0.222 -0.122 0.825 -0.4921
C 0.657 -4.745 1.044 0.028 -0.565 -0.326 -0.3097
N 2.983 -1.524 2.221 -0.568 0.417 1.305 -0.2424
H 4.817 -3.313 1.979 -0.031 0.032 -0.035 0.4040
H 3.923 -4.799 2.174 -0.362 -0.035 0.117 0.3008
H 4.076 -3.624 3.533 0.077 -0.261 -0.002 0.3962
H 2.601 -3.083 0.960 -0.415 -0.547 0.138 -1.1860
H 0.657 -2.586 2.446 -0.095 0.014 0.031 -0.0316
H 1.519 -3.207 3.845 0.117 -0.436 0.068 0.3889
H -0.204 -5.419 0.964 -0.240 0.260 0.220 0.3075
H 1.426 -5.269 0.459 0.288 0.335 0.065 0.2308
H 0.441 -3.785 0.566 -0.074 -0.073 0.081 -0.0497
H 3.820 -1.146 1.799 0.083 -0.308 -0.119 0.3470
H 2.214 -0.963 1.867 0.231 0.085 -0.177 -0.7545
C -2.748 3.174 1.499 -0.210 0.731 0.098 -0.0854
C -1.416 3.424 2.246 -0.466 -0.374 -0.148 1.9697
C -1.580 4.744 2.974 -0.464 0.449 0.076 -1.2119
S -3.275 4.730 3.628 0.088 -0.482 -0.648 1.1647
O -3.952 5.947 3.233 0.133 -0.216 0.339 -0.7123
O -3.294 4.277 5.004 -0.013 0.284 -0.265 -0.6632
C -3.838 3.368 2.576 0.799 -0.512 -0.086 -0.8799
H -2.779 2.210 0.993 -0.103 -0.242 0.413 -0.2709
H -2.880 3.889 0.682 0.179 0.266 0.162 0.4444
H -0.586 3.359 1.544 0.227 0.355 0.225 -0.2351
H -1.258 2.668 3.021 0.009 -0.220 -0.191 -1.1559
H -1.602 5.584 2.280 0.265 0.087 0.117 0.3025
H -0.938 4.911 3.837 0.234 -0.022 -0.187 0.6013
H -4.850 3.573 2.243 -0.019 -0.107 -0.008 0.5649
H -3.742 2.487 3.212 -0.606 0.034 0.170 0.2729
C 1.561 2.487 -5.624 -0.554 -0.674 -0.680 -0.7310
C 2.111 2.346 -4.218 0.357 0.116 0.674 -0.4528
C 1.266 1.271 -3.554 -0.059 -1.408 -1.120 0.5698
S 1.227 -0.094 -4.856 0.560 1.940 -0.095 1.1438
O -0.159 -0.455 -5.015 -0.375 -0.560 0.024 -0.6069
O 2.255 -1.111 -4.771 -0.454 0.428 0.280 -0.6281
C 1.671 1.069 -6.219 0.166 -0.385 0.911 -0.8917
H 2.063 3.218 -6.257 0.253 -0.048 0.116 0.4713
H 0.506 2.773 -5.619 0.003 0.086 0.219 0.2280
H 2.102 3.271 -3.641 -0.193 0.026 -0.034 0.2546
H 3.160 2.039 -4.261 0.012 -0.063 0.020 0.2986
H 0.216 1.556 -3.605 -0.070 0.072 0.446 0.3131
H 1.528 0.818 -2.598 0.233 0.416 0.128 -0.9494
H 1.003 0.794 -7.031 0.175 0.212 -0.217 0.4741
H 2.722 0.838 -6.393 -0.079 -0.065 -0.450 0.3702
C -2.004 -0.301 5.630 0.160 -0.777 0.670 -1.0637
C -1.382 -0.165 4.248 0.801 1.090 0.006 0.4793
C 0.099 0.195 4.456 -0.027 -0.464 0.703 0.3198
S 0.097 1.271 5.937 -0.432 -0.434 0.528 1.0534
O 0.209 2.663 5.538 0.093 -0.663 0.177 -0.5464
O 0.954 0.697 6.956 0.089 0.454 -0.464 -0.7265
C -1.615 0.909 6.468 -0.471 1.142 -1.465 -0.5312
H -1.580 -1.193 6.106 -0.135 -0.100 -0.085 0.3754
H -3.079 -0.457 5.542 -0.029 0.159 0.211 0.4523
H -1.779 0.714 3.730 -0.621 -0.455 -0.251 -0.4622
H -1.481 -1.095 3.695 -0.098 0.172 -0.331 0.1167
H 0.630 0.715 3.662 -0.248 0.037 -0.137 -0.9834
H 0.637 -0.721 4.704 0.289 0.241 0.201 0.6727
H -2.221 1.750 6.110 0.220 0.152 -0.017 0.1092
H -1.737 0.920 7.546 0.417 -0.553 0.069 0.5005
C -2.891 -1.927 0.515 -0.253 0.034 -0.574 3.0670
C -2.872 -3.454 0.461 0.098 -0.243 0.498 0.5939
C -4.205 -3.911 -0.144 0.082 -0.019 0.092 -0.9688
S -5.417 -2.909 0.755 0.489 -0.108 -0.826 1.2347
O -5.646 -3.555 2.027 0.033 0.306 0.013 -0.6794
O -6.534 -2.518 -0.074 0.148 -0.287 0.269 -0.6988
C -4.292 -1.486 0.921 -0.713 -0.281 0.694 -1.1074
H -2.701 -1.547 -0.492 0.087 -0.088 0.401 -2.0945
H -2.161 -1.492 1.194 0.154 -0.263 -0.049 -0.6611
H -2.757 -3.813 1.489 -0.352 -0.259 -0.030 0.5010
H -2.007 -3.872 -0.053 -0.055 0.235 -0.326 -1.0210
H -4.393 -4.977 -0.032 -0.203 0.059 0.289 0.6447
H -4.324 -3.680 -1.204 0.184 0.259 0.015 0.2833
H -4.382 -1.239 1.981 0.131 0.198 -0.058 0.3674
H -4.722 -0.697 0.311 0.048 0.054 -0.009 0.4156
```
Forces are in eV/Å.

Results
- Total charge: -1
- F_max: 2.02 eV/A
- Gap between HOMO and LUMO: 7.47 eV